DFT (ωB97M-V/def2-TZVPD) results for a molecular structure, C6H10O in a non-equilibrium geometry.

Output
* energy: -8425.4702 eV
* HOMO energy: -9.45 eV
* 2S+1: 1
* ΔE to the lowest compared entry with this formula, charge and spin: 556.7 kJ/mol
* HOMO-LUMO gap: 10.2 eV

Cartesian coordinates (Å):
O: 1.463 0.038 1.486
C: -1.565 0.915 0.833
C: 2.762 -0.049 -1.934
C: -0.773 0.020 -0.110
C: 1.109 0.650 0.526
C: 1.899 0.226 -1.130
C: -0.847 -1.454 0.233
H: -2.624 0.648 0.800
H: 0.452 0.132 -0.680
H: -1.227 0.790 1.863
H: -1.887 -1.786 0.279
H: 1.041 1.725 0.366
H: -1.103 0.210 -1.141
H: -0.387 -1.634 1.206
H: 3.496 -0.334 -2.648
H: -1.481 1.969 0.560
H: -0.329 -2.064 -0.508

Cartesian forces (eV/Å) of the 2 atoms listed first:
O -0.45 -0.03 -0.50
C 0.27 0.06 -0.02

Computed Löwdin charges, given in elementary charges: number 1, O, carries 0.05; number 2, C, carries -0.10; number 3, C, carries 0.06; number 4, C, carries -0.34; number 5, C, carries -0.36; number 6, C, carries -0.08; number 7, C, carries -0.09; number 8, H, carries 0.08; number 9, H, carries 0.09; number 10, H, carries 0.08; number 11, H, carries 0.08; number 12, H, carries 0.14; number 13, H, carries 0.13; number 14, H, carries 0.08; number 15, H, carries 0.01; number 16, H, carries 0.08; number 17, H, carries 0.08

=====

DFT (ωB97M-V/def2-TZVPD) results for 2 unconnected molecules or ions with the total composition C2H5O2 in a non-equilibrium geometry.

Output
* net charge: -1
* energy: -6247.8994 eV
* HOMO energy: -2.08 eV
* 2S+1: 1
* ΔE to the lowest compared entry with this formula, charge and spin: 312.5 kJ/mol
* HOMO-LUMO gap: 5.3 eV

Cartesian coordinates (Å):
O: 0.137 -2.741 -1.693
O: 0.247 2.005 1.219
C: -0.866 0.246 0.073
C: 0.284 0.857 0.484
H: -0.615 -0.682 -0.461
H: 1.239 0.378 0.590
H: 1.103 2.562 1.338
H: -1.838 0.602 0.439
H: 0.534 -3.591 -1.460

Cartesian forces (eV/Å) of the 2 atoms listed first:
O 0.02 0.07 0.13
O 1.22 2.95 1.22

Computed Löwdin charges, given in elementary charges: number 1, O, carries -0.68; number 2, O, carries -0.10; number 3, C, carries 0.02; number 4, C, carries -0.30; number 5, H, carries 0.03; number 6, H, carries 0.09; number 7, H, carries 0.13; number 8, H, carries 0.05; number 9, H, carries -0.24

=====

DFT (ωB97M-V/def2-TZVPD) results for a single C5H11NOS molecule in a non-equilibrium geometry.

Output
* energy: -19731.8480 eV
* HOMO energy: -8.99 eV
* 2S+1: 1
* ΔE to the lowest compared entry with this formula, charge and spin: 506.3 kJ/mol
* HOMO-LUMO gap: 9.7 eV

Cartesian coordinates (Å):
S: -2.461 -0.021 -0.056
O: 2.400 -0.808 -0.516
N: 1.468 0.862 1.030
C: -0.771 -0.145 0.623
C: 0.472 0.500 0.095
C: 0.042 -1.572 0.271
C: 1.029 -0.634 -0.628
C: 0.252 1.672 -0.798
H: 1.176 1.623 1.781
H: 0.827 -0.710 -1.585
H: 1.061 2.031 -1.275
H: -0.146 2.515 0.009
H: -2.263 -0.962 -1.081
H: 1.924 -0.117 1.706
H: 2.806 0.166 -0.141
H: 0.355 -2.194 1.143
H: -0.756 -2.080 -0.319
H: -0.453 1.296 -1.570
H: -0.777 0.268 1.776

Cartesian forces (eV/Å) of the 2 atoms listed first:
S 1.09 -0.86 -0.80
O 2.51 3.04 1.17

Computed Löwdin charges, given in elementary charges: number 1, S, carries 0.71; number 2, O, carries -0.09; number 3, N, carries 0.00; number 4, C, carries -0.58; number 5, C, carries -0.78; number 6, C, carries -0.03; number 7, C, carries -0.36; number 8, C, carries -0.03; number 9, H, carries 0.14; number 10, H, carries 0.10; number 11, H, carries 0.03; number 12, H, carries 0.15; number 13, H, carries -0.10; number 14, H, carries 0.23; number 15, H, carries 0.19; number 16, H, carries 0.11; number 17, H, carries 0.06; number 18, H, carries 0.08; number 19, H, carries 0.14

=====

DFT (ωB97M-V/def2-TZVPD) results for 14 unconnected molecules or ions with the total composition C31H90O14 in a non-equilibrium geometry.

Output
* energy: -62265.8878 eV
* HOMO energy: -9.84 eV
* 2S+1: 1
* ΔE to the lowest compared entry with this formula, charge and spin: 400.0 kJ/mol
* HOMO-LUMO gap: 9.9 eV

Cartesian coordinates (Å):
O: 11.323 20.098 -1.890
O: 5.201 16.692 -1.290
O: 7.322 18.962 8.782
O: 12.080 23.703 5.924
O: 2.811 14.575 2.149
O: 7.897 17.853 4.826
O: 11.145 20.593 9.280
O: 15.637 13.619 7.622
O: 7.304 10.051 7.234
O: 11.046 7.989 5.260
O: 5.228 15.733 10.258
O: 6.207 11.485 2.646
O: 17.724 17.097 3.038
O: 4.449 20.095 2.178
C: 5.584 15.825 -3.487
C: 11.622 9.735 3.747
C: 0.868 14.501 3.562
C: 14.798 14.590 8.188
C: 8.486 11.919 8.028
C: 7.718 10.037 9.530
C: 10.031 19.552 0.006
C: 17.417 17.846 1.896
C: 2.939 21.830 1.805
C: 3.835 15.926 10.070
C: 11.731 19.656 11.387
C: 14.808 15.825 7.247
C: 16.251 18.695 2.259
C: 15.497 14.847 9.521
C: 3.334 16.738 -2.729
C: 11.421 23.867 4.719
C: 10.432 22.740 4.511
C: 10.035 19.678 -1.507
C: 6.386 10.834 1.385
C: 2.128 15.240 3.135
C: 12.090 8.852 4.897
C: 11.450 20.971 10.586
C: 10.262 21.796 11.112
C: 7.411 10.891 8.335
C: 4.371 21.487 2.220
C: 3.552 16.061 8.595
C: 12.458 23.851 3.589
C: 9.736 16.365 4.972
C: 8.297 16.556 4.505
C: 7.137 11.675 0.371
C: 4.914 16.934 -2.691
H: 10.723 10.304 3.982
H: 2.250 21.315 2.475
H: 10.840 19.100 11.098
H: 9.461 21.260 11.620
H: 5.194 19.880 2.743
H: 7.963 17.887 5.783
H: 15.779 16.309 7.148
H: 3.338 15.030 10.441
H: 2.857 22.917 1.785
H: 2.483 16.008 8.386
H: 4.739 21.734 3.216
H: 4.119 15.322 8.030
H: 9.308 20.440 -1.789
H: 11.154 20.857 -2.454
H: 12.329 21.603 10.452
H: 17.180 17.182 1.065
H: 8.723 9.636 9.396
H: 16.019 19.416 1.475
H: 10.653 20.373 0.364
H: 2.905 17.450 -2.025
H: 14.123 16.586 7.622
H: 1.223 13.584 4.032
H: 0.274 14.153 2.716
H: 13.232 24.583 3.817
H: 5.624 12.229 2.476
H: 6.867 18.272 9.265
H: 9.737 18.779 -2.046
H: 6.664 15.843 -3.343
H: 5.208 14.839 -3.215
H: 14.909 15.398 10.256
H: 10.304 8.581 5.407
H: 7.010 10.572 6.483
H: 7.749 10.578 10.476
H: 8.201 11.684 0.608
H: 2.830 15.350 3.962
H: 5.169 17.506 -0.782
H: 10.201 15.394 4.804
H: 8.204 16.495 3.421
H: 12.901 22.888 3.335
H: 16.430 15.395 9.393
H: 10.675 22.471 11.862
H: 11.825 19.777 12.466
H: 3.861 17.007 8.150
H: 12.617 19.084 11.112
H: 5.449 10.400 1.035
H: 2.922 15.806 -2.342
H: 15.461 18.060 2.660
H: 5.406 15.065 10.924
H: 6.866 19.767 9.029
H: 5.077 21.967 1.542
H: 2.893 17.021 -3.685
H: 7.630 15.839 4.983
H: 12.374 10.441 3.396
H: 6.774 12.703 0.395
H: 6.961 11.256 -0.619
H: 10.479 17.071 4.602
H: 11.863 24.217 2.752
H: 18.205 18.464 1.466
H: 10.959 24.853 4.772
H: 13.753 14.297 8.295
H: 11.308 9.109 2.911
H: 11.847 22.858 6.315
H: 9.857 22.867 3.594
H: 17.314 16.238 2.911
H: 9.818 22.429 10.344
H: 15.565 12.830 8.165
H: 5.256 17.922 -2.999
H: 3.340 15.195 1.641
H: 10.266 20.208 9.251
H: 7.114 9.132 9.582
H: 10.835 21.729 4.570
H: 9.748 22.808 5.357
H: 15.763 13.952 10.084
H: 9.784 16.395 6.061
H: 16.601 19.251 3.129
H: 10.451 18.590 0.300
H: 2.694 21.484 0.801
H: 3.585 16.829 10.628
H: 14.370 15.529 6.294
H: 0.341 15.092 4.311
H: 9.074 19.621 0.524
H: 9.472 11.460 8.098
H: 6.435 11.364 8.441
H: 6.955 9.937 1.628
H: 12.792 8.100 4.538
H: 5.296 15.846 -4.538
H: 12.596 9.412 5.684
H: 8.401 12.760 8.716
H: 8.436 12.224 6.983
H: 1.985 16.248 2.745

Cartesian forces (eV/Å) of the 2 atoms listed first:
O 0.27 0.29 -0.63
O 0.88 -0.01 -0.29

Löwdin population analysis, charges in e, atoms 1 to 99: number 1, O, carries -0.08; number 2, O, carries -0.09; number 3, O, carries -0.05; number 4, O, carries -0.04; number 5, O, carries -0.07; number 6, O, carries -0.08; number 7, O, carries -0.07; number 8, O, carries -0.06; number 9, O, carries -0.05; number 10, O, carries -0.07; number 11, O, carries -0.10; number 12, O, carries -0.09; number 13, O, carries -0.07; number 14, O, carries -0.09; number 15, C, carries -0.07; number 16, C, carries -0.09; number 17, C, carries -0.07; number 18, C, carries -0.49; number 19, C, carries -0.05; number 20, C, carries -0.06; number 21, C, carries -0.08; number 22, C, carries -0.37; number 23, C, carries -0.08; number 24, C, carries -0.32; number 25, C, carries -0.04; number 26, C, carries -0.05; number 27, C, carries -0.10; number 28, C, carries -0.07; number 29, C, carries -0.06; number 30, C, carries -0.53; number 31, C, carries -0.06; number 32, C, carries -0.34; number 33, C, carries -0.33; number 34, C, carries -0.37; number 35, C, carries -0.34; number 36, C, carries -0.48; number 37, C, carries -0.06; number 38, C, carries -0.54; number 39, C, carries -0.35; number 40, C, carries -0.09; number 41, C, carries -0.06; number 42, C, carries -0.09; number 43, C, carries -0.33; number 44, C, carries -0.08; number 45, C, carries -0.43; number 46, H, carries 0.07; number 47, H, carries 0.07; number 48, H, carries 0.07; number 49, H, carries 0.07; number 50, H, carries 0.08; number 51, H, carries 0.07; number 52, H, carries 0.08; number 53, H, carries 0.11; number 54, H, carries 0.07; number 55, H, carries 0.07; number 56, H, carries 0.11; number 57, H, carries 0.08; number 58, H, carries 0.10; number 59, H, carries 0.08; number 60, H, carries 0.13; number 61, H, carries 0.11; number 62, H, carries 0.08; number 63, H, carries 0.08; number 64, H, carries 0.07; number 65, H, carries 0.06; number 66, H, carries 0.07; number 67, H, carries 0.07; number 68, H, carries 0.08; number 69, H, carries 0.08; number 70, H, carries 0.07; number 71, H, carries 0.02; number 72, H, carries 0.11; number 73, H, carries 0.08; number 74, H, carries 0.08; number 75, H, carries 0.07; number 76, H, carries 0.07; number 77, H, carries 0.09; number 78, H, carries 0.08; number 79, H, carries 0.07; number 80, H, carries 0.10; number 81, H, carries 0.08; number 82, H, carries 0.07; number 83, H, carries 0.11; number 84, H, carries 0.08; number 85, H, carries 0.08; number 86, H, carries 0.07; number 87, H, carries 0.07; number 88, H, carries 0.07; number 89, H, carries 0.07; number 90, H, carries 0.11; number 91, H, carries 0.08; number 92, H, carries 0.08; number 93, H, carries 0.08; number 94, H, carries 0.03; number 95, H, carries 0.10; number 96, H, carries 0.07; number 97, H, carries 0.11; number 98, H, carries 0.07; number 99, H, carries 0.07

=====

DFT (ωB97M-V/def2-TZVPD) results for 2 unconnected molecules or ions with the total composition CH8N2S in a non-equilibrium geometry.

Output
* energy: -14981.3471 eV
* HOMO energy: -8.72 eV
* 2S+1: 1
* ΔE to the lowest compared entry with this formula, charge and spin: 66.2 kJ/mol
* HOMO-LUMO gap: 9.6 eV

Cartesian coordinates (Å):
S: 0.288 4.939 -0.633
N: 0.886 -2.265 -0.063
N: -1.222 -1.256 0.365
C: 0.008 -1.651 0.994
H: -0.153 -2.367 1.801
H: -1.306 -1.380 -0.628
H: 0.572 -2.079 -1.004
H: -2.086 -1.571 0.783
H: 1.371 4.836 -1.405
H: 0.496 -0.704 1.308
H: -0.647 5.323 -1.550
H: 1.793 -1.826 0.032

Cartesian forces (eV/Å) of the 2 atoms listed first:
S -0.62 0.07 0.35
N 0.18 0.06 1.23

Computed Löwdin charges, given in elementary charges: number 1, S, carries 0.45; number 2, N, carries -0.02; number 3, N, carries -0.03; number 4, C, carries -0.35; number 5, H, carries 0.10; number 6, H, carries 0.05; number 7, H, carries 0.04; number 8, H, carries 0.06; number 9, H, carries -0.24; number 10, H, carries 0.10; number 11, H, carries -0.21; number 12, H, carries 0.05

=====

DFT (ωB97M-V/def2-TZVPD) results for 2 unconnected molecules or ions with the total composition C2H7NO3 in a non-equilibrium geometry.

Output
* energy: -9820.2352 eV
* HOMO energy: -10.10 eV
* 2S+1: 1
* ΔE to the lowest compared entry with this formula, charge and spin: 70.0 kJ/mol
* HOMO-LUMO gap: 10.6 eV

Cartesian coordinates (Å):
O: -2.653 -0.622 1.678
O: -0.142 -1.195 0.262
O: 2.019 -0.823 0.598
N: -0.120 1.484 -1.111
C: 1.059 0.635 -0.954
C: 0.833 -0.522 0.047
H: -0.254 1.952 -0.214
H: -1.814 -0.650 1.179
H: 2.142 -1.569 1.188
H: -0.917 0.885 -1.277
H: 1.978 1.135 -0.641
H: -3.423 -0.838 1.158
H: 1.291 0.129 -1.913

Cartesian forces (eV/Å) of the 2 atoms listed first:
O 0.67 0.43 0.79
O -0.47 0.77 -0.23

Computed Löwdin charges, given in elementary charges: number 1, O, carries -0.07; number 2, O, carries 0.09; number 3, O, carries 0.10; number 4, N, carries 0.01; number 5, C, carries -0.18; number 6, C, carries -0.49; number 7, H, carries 0.08; number 8, H, carries -0.01; number 9, H, carries 0.13; number 10, H, carries 0.07; number 11, H, carries 0.12; number 12, H, carries 0.02; number 13, H, carries 0.13